{"formula": "C5H15N2O", "method": "ωB97M-V/def2-TZVPD", "max_force_ha_per_bohr": 0.0572, "charge": 1, "energy_ev": -10448.148, "orbital_gap_ha": 0.339, "e_above_lowest_kcal_mol": 55.6, "smiles": "CN(C)C[C@H]([NH3+])CO", "elements": ["O", "N", "N", "C", "C", "C", "C", "C", "H", "H", "H", "H", "H", "H", "H", "H", "H", "H", "H", "H", "H", "H", "H"], "xyz": [[0.51221, 1.71100, -1.60610], [0.34087, -1.30664, 0.80963], [-1.75159, 1.72467, -0.13021], [0.74369, 1.62044, -0.17576], [-0.49532, 0.92793, 0.28840], [-0.60722, -0.57497, -0.10620], [1.59733, -1.61347, 0.06631], [-0.25358, -2.64573, 1.14966], [1.96647, -0.69922, -0.40972], [0.05212, -3.51305, 0.54525], [-1.32776, -2.49937, 1.25090], [1.33108, -2.25879, -0.79968], [-1.66718, -0.86535, -0.01977], [-1.56150, 2.07482, -1.06772], [-0.32091, -0.70889, -1.17590], [1.66330, 1.13819, 0.14069], [-0.47847, 1.07545, 1.40135], [0.20383, -2.94790, 2.10668], [-1.76553, 2.59436, 0.42650], [1.25830, 1.68665, -2.21900], [0.78760, 2.69188, 0.05799], [-2.61361, 1.19268, -0.08321], [2.34378, -1.99034, 0.76129]], "forces_ev_per_angstrom": [[-0.0079, -0.5261, -0.4411], [-0.9624, -1.1195, -1.6290], [1.8337, 0.9684, -0.1285], [-0.3427, 1.6331, -2.4242], [-0.4196, -0.4463, 2.3653], [1.0067, 0.7132, 0.1858], [-0.9739, 0.9254, -0.6410], [0.9053, 0.4684, 1.4388], [0.2343, -0.1446, 0.3077], [-0.4842, 0.6204, -0.7792], [0.1014, -0.5563, 0.1070], [0.6046, -0.2024, 0.6449], [0.4912, -0.2723, 0.3176], [-0.2390, -0.3397, -0.6703], [-0.2554, 0.1707, 0.5730], [-0.1638, -0.1875, -0.0239], [-0.2402, -0.8531, -0.7952], [-0.5649, 0.3168, 0.0518], [-0.5152, -0.6108, 0.0669], [0.1607, 0.0146, 0.5936], [0.0173, -0.3115, 1.0391], [-0.1426, 0.0419, 0.1051], [-0.0433, -0.3029, -0.2642]]}

{"formula": "C5H15N2O", "method": "ωB97M-V/def2-TZVPD", "max_force_ha_per_bohr": 0.0701, "charge": 1, "energy_ev": -10448.363, "orbital_gap_ha": 0.408, "e_above_lowest_kcal_mol": 50.7, "elements": ["O", "N", "N", "C", "C", "C", "C", "C", "H", "H", "H", "H", "H", "H", "H", "H", "H", "H", "H", "H", "H", "H", "H"], "xyz": [[2.45790, 3.56510, 1.05439], [-0.53015, -1.88715, 0.93802], [0.99392, -0.27014, -0.20897], [-1.66442, -1.46901, -0.01247], [-1.25757, -0.62877, -1.19335], [0.24714, 1.38410, -1.87468], [-0.86727, -2.29577, 2.07991], [-0.28822, 0.45619, -0.79202], [1.75710, 4.19944, 1.19101], [-2.24991, -0.84164, 0.73423], [1.29272, 1.63312, -1.77039], [0.54089, -1.10328, 0.49896], [-0.81299, -1.33919, -1.93366], [0.04862, 0.89267, -2.82574], [-2.28364, -2.34131, -0.27557], [-0.06904, -2.71200, 2.70766], [1.43228, -0.91735, -0.87260], [1.74376, 0.26887, 0.21860], [-2.20590, -0.17422, -1.55581], [3.14634, 3.86358, 0.45509], [-0.35544, 2.28352, -2.01772], [-1.84863, -2.70882, 2.37969], [-0.51580, 0.90281, 0.21018]], "forces_ev_per_angstrom": [[0.0884, -1.2478, 0.2098], [-1.4956, 0.5851, -0.9190], [-0.4549, -2.1555, -0.3495], [-0.8702, 0.2977, 3.1501], [-0.0400, -0.6496, -0.0664], [-1.6880, -0.0021, -0.6842], [0.7119, -2.8538, 0.2640], [2.9777, 0.1427, 2.0265], [0.2360, 0.5712, -0.3277], [0.0716, -0.5548, -1.4053], [0.0931, 0.1027, 0.1069], [0.4184, 0.8987, -0.2752], [-0.3109, 0.9695, 0.0336], [0.5816, -0.2840, -0.2056], [0.4195, 0.2832, -0.0064], [-0.0286, 0.8289, 0.1548], [0.0265, 0.5712, -0.3588], [-0.4109, 0.5656, -0.1124], [0.7879, -0.2970, -0.2277], [-0.3606, 0.5861, 0.0655], [0.1471, 0.1707, 0.5623], [-0.0578, 1.0609, -0.3467], [-0.8419, 0.4104, -1.2888]]}

{"formula": "C5H15N2O", "method": "ωB97M-V/def2-TZVPD", "max_force_ha_per_bohr": 0.0358, "charge": 1, "energy_ev": -10449.960, "orbital_gap_ha": 0.416, "e_above_lowest_kcal_mol": 13.8, "smiles": "NCCC[C@H]([NH3+])CO", "elements": ["O", "N", "N", "C", "C", "C", "C", "C", "H", "H", "H", "H", "H", "H", "H", "H", "H", "H", "H", "H", "H", "H", "H"], "xyz": [[0.25797, -0.71045, 3.04522], [-0.14583, -1.34859, 0.57787], [1.35825, -0.79683, -1.70114], [-0.92276, 0.89168, -0.08382], [-0.62493, 0.72978, -1.58475], [-0.41663, 0.31406, 2.32813], [-0.03480, 0.11834, 0.87397], [0.79034, 0.55276, -2.06435], [-1.04836, 1.61010, -2.06065], [-0.89358, 1.92135, 0.19702], [1.09896, -1.43848, -2.43987], [1.53090, 1.30625, -1.78231], [0.80064, 0.58764, -3.11400], [0.54149, -1.48585, -0.19821], [-1.49811, 0.22716, 2.47785], [2.35861, -0.81065, -1.57014], [-1.28197, -0.02238, -2.02408], [-0.07516, 1.30526, 2.63806], [0.99656, 0.42119, 0.75858], [0.06495, -0.57931, 3.97561], [-1.06514, -1.55168, 0.19744], [-1.95656, 0.62220, 0.14396], [0.16514, -1.86353, 1.40959]], "forces_ev_per_angstrom": [[-0.0541, 0.2272, 0.0036], [1.0385, 0.5661, -0.2413], [-0.9136, 0.1904, 0.4124], [0.0470, -0.6209, 0.0813], [-0.8715, 0.5378, 0.0975], [0.0923, 0.0136, -0.0058], [-0.7385, 0.2498, 0.1810], [1.2738, -0.9947, 0.8795], [0.1985, 0.3613, -0.1037], [0.3681, 0.8558, 0.1648], [0.3523, -0.1679, 0.0126], [-0.4514, 0.1295, 0.4843], [-0.2491, 0.3024, -1.5371], [0.0674, 0.0103, -0.5363], [-0.0056, 0.1041, -0.0877], [0.1201, 0.1523, -0.3259], [0.2873, -0.5582, 0.1013], [-0.1485, -0.0080, 0.0333], [0.3849, -0.2933, -0.1297], [0.1376, -0.2249, 0.2711], [-0.1667, -0.4539, 0.4901], [-0.1420, -0.1891, -0.2359], [-0.6269, -0.1897, -0.0095]]}

{"formula": "C5H15N2O", "method": "ωB97M-V/def2-TZVPD", "max_force_ha_per_bohr": 0.1193, "charge": 1, "energy_ev": -10447.442, "orbital_gap_ha": 0.394, "e_above_lowest_kcal_mol": 71.9, "smiles": "NCCC[C@H]([NH3+])CO", "elements": ["O", "N", "N", "C", "C", "C", "C", "C", "H", "H", "H", "H", "H", "H", "H", "H", "H", "H", "H", "H", "H", "H", "H"], "xyz": [[0.56348, 0.16318, -2.87836], [0.50899, -1.17545, 1.84976], [0.75124, -1.22587, -0.88929], [-0.18442, 0.87923, 0.02707], [-0.75405, 1.01578, 1.54195], [0.36652, 0.29097, 2.25476], [-0.43174, -0.29362, -0.83742], [-0.71946, 0.20985, -2.22554], [-0.52366, -1.44316, 1.71086], [-1.17474, 1.16291, -2.37113], [-1.10869, 2.10977, 1.82062], [1.00003, 1.06416, -2.83946], [-1.30865, -0.58252, -2.76994], [0.63685, -1.90603, -1.59046], [0.33416, 0.54546, 3.38591], [0.97614, -1.80040, 2.61505], [-1.65728, 0.26807, 1.62605], [1.06050, -1.57694, 0.02017], [0.77947, 1.24143, -0.09278], [1.57778, -0.71701, -1.28359], [1.35664, 0.85830, 1.90362], [-1.36710, -0.93254, -0.53862], [-0.68202, 1.84444, -0.43922]], "forces_ev_per_angstrom": [[0.8175, 2.3387, -0.6282], [-1.5622, 0.0648, 1.4833], [1.3824, 1.8785, -0.4279], [-4.2871, 4.2919, 0.9015], [-0.5566, -2.1926, -1.8670], [3.2462, 2.1386, 2.4766], [-2.7298, -1.1255, 1.0124], [1.1255, -2.9743, -2.4589], [2.0841, -0.2977, 0.7227], [-0.4851, 0.4939, 0.5213], [1.2655, -2.5039, -0.3835], [-0.8381, -1.4580, -0.2845], [0.3114, 0.9553, 0.3538], [-0.5185, -1.6058, -0.8854], [-0.0260, -1.1984, -1.5728], [-1.5054, 1.7648, -1.6681], [1.0811, 1.7763, -0.2510], [-0.6967, -0.1119, 0.8964], [2.3900, 0.1650, 0.5131], [-0.9232, -0.0239, 0.3700], [-1.8066, -1.3656, 0.9682], [1.8514, 1.1179, -0.0629], [0.3803, -2.1282, 0.2709]]}